Arrangement A

Below is a single C21H22N4O4 molecule, with properties calculated with the ωB97M-V functional and the def2-TZVPD basis.

The geometry in XYZ format:
```
51
Properties=species:S:1:pos:R:3
H 4.9043 -1.3024 2.3972
C 2.1496 -1.4278 -0.8787
C -2.7350 -0.4696 1.3494
N -1.9204 0.5601 0.7904
O 1.5628 -2.3931 -0.4428
O 1.5987 -0.5583 -1.7564
C -6.6703 -0.5544 -0.1689
H -0.3777 -0.9206 -1.2866
H -6.0989 1.1469 -1.3456
H -7.6804 -0.5864 -0.5506
C -1.5532 2.5007 -0.5814
H -0.1453 1.1685 -2.6781
O -2.2643 -1.2182 2.1798
H 0.4058 3.3384 -0.4800
C 3.6720 0.3043 1.6543
H 4.3701 1.9205 0.4036
C -0.6179 0.6168 1.1888
C 1.6758 1.6561 1.1206
C -2.4354 1.4715 -0.1307
C -5.8021 0.4100 -0.6165
C -0.1937 0.1876 -3.1439
H 3.6609 -2.8703 0.4894
H -0.3574 -0.1480 1.9091
H 1.7037 -0.3726 1.3310
H -1.2191 -0.0129 -3.4400
C -4.9851 -1.4718 1.2740
H -6.9633 -2.2492 1.1192
N 3.4254 -1.1092 -0.5595
C -4.0824 -0.4977 0.8298
C 4.0198 0.1825 -0.8367
N 2.2447 0.4718 1.4268
C 0.2340 1.5697 0.7333
H -1.9753 3.2168 -1.2668
H 0.2713 -1.8702 -2.6324
H 5.5409 0.6214 0.6619
C 3.9744 -1.1845 1.8415
O 2.2726 2.7154 1.1250
H -4.6427 -2.1880 2.0056
C 4.1011 -1.8731 0.4672
C -4.4882 0.4589 -0.1249
C -0.2696 2.5597 -0.1608
H 3.2720 0.8012 -1.3314
H 3.1772 -1.6449 2.4266
H 5.1510 -1.9553 0.1745
C -6.2655 -1.4994 0.7789
H 3.9393 0.8692 2.5561
H 4.8653 0.0507 -1.5213
H 0.4401 0.1884 -4.0264
N -3.6508 1.4277 -0.5742
C 0.2711 -0.8774 -2.1695
C 4.4903 0.8406 0.4701
```

The LUMO energy comes out at -0.3 eV. The calculation puts the HOMO-LUMO gap at 7.762 eV. Its SMILES is CCOC(=O)N1CCC(NC(=O)c2ccc3nc4ccccc4c(=O)n3c2)CC1. As for the charge: 0.

Atom charges from the Mulliken analysis, given in e for atoms 1 to 4:
1 H 0.470
2 C 0.710
3 C 0.645
4 N 0.218

---

Arrangement B

Below is a single C21H22N4O4 molecule, with properties calculated with the ωB97M-V functional and the def2-TZVPD basis.

The geometry in XYZ format:
```
51
Properties=species:S:1:pos:R:3
C 0.0103 4.7435 -3.6068
H 3.3968 -2.9488 -2.0787
H -0.3533 1.3922 1.9960
H 1.7638 0.0788 1.4481
C -3.9237 -2.4653 1.3036
C 0.8373 3.6642 -3.3920
H -3.9961 -3.5476 1.2445
C 1.5090 1.6793 -2.0930
H -1.4726 -2.1359 0.0492
H 1.6582 3.4351 -4.0542
N -1.2593 1.8352 1.9503
N -2.5068 -0.6168 2.0273
C -2.5807 -2.0590 1.9045
C -2.3760 0.0375 3.1942
C 0.6241 2.8292 -2.2937
H -2.4955 -2.4511 2.9230
H -1.6864 5.8529 -2.9088
O -2.3738 -0.4931 4.2828
C -0.4340 3.0965 -1.4044
C 2.3712 -1.1439 -1.6402
H -1.8363 1.9713 3.9598
C 2.1208 -0.5933 0.6837
C 4.4368 -4.6241 -0.4474
H -4.0299 -2.0545 0.3013
O 3.9087 -3.7200 0.4943
C -2.1895 1.5524 3.0142
H 4.9188 -5.4070 0.1356
H 3.6488 -5.0666 -1.0649
N 0.2216 1.1877 -0.1182
H -4.7390 -2.0956 1.9202
O 2.4512 1.4081 -2.8103
H -2.5428 -0.0891 1.1683
C 1.9112 -0.2805 -0.6576
H -2.0823 4.3900 -0.9614
H -3.1446 2.0155 2.7492
C 3.2617 -2.6151 0.0459
N 1.1890 0.8977 -0.9814
H 0.1741 5.3891 -4.4564
C -0.5620 2.2059 -0.2837
H 5.1793 -4.1437 -1.0920
C -1.6412 2.3199 0.7476
H -1.4363 -3.6373 0.9780
C 2.7844 -1.7463 1.0314
C -1.4130 -2.5539 1.0526
H -0.4639 -2.2566 1.4923
H 2.2124 -0.9168 -2.6811
C -1.2655 4.1976 -1.6380
C -1.0417 5.0054 -2.7298
H 2.9561 -1.9987 2.0654
C 3.0471 -2.3000 -1.2921
O -2.7464 2.7756 0.5230
```

The LUMO energy comes out at -0.2 eV. The calculation puts the HOMO-LUMO gap at 8.100 eV. Its SMILES is COc1ccc(-n2nc(C(=O)NCC(=O)NC(C)C)c3ccccc3c2=O)cc1. As for the charge: 0.

Atom charges from the Mulliken analysis, given in e for atoms 1 to 4:
1 C -0.515
2 H 0.400
3 H 0.264
4 H 0.331

---

The data favor arrangement A; the next most stable structure lies 1.336 eV above it.

---

Arrangement A

Below is a molecular structure, C55H88N3O3P2PdS, with properties calculated with the ωB97M-V functional and the def2-TZVPD basis.

The geometry in XYZ format:
```
153
Properties=species:S:1:pos:R:3
H 5.0285 0.6530 4.9648
H 1.7982 -1.4436 -3.9791
H 4.4500 2.7172 -3.8780
H -0.2964 0.4862 -3.3976
H 2.6510 -5.4676 1.5186
C -0.6574 -1.0583 2.5424
C -4.7146 -5.1730 -0.6649
H -1.4079 5.1268 -2.5379
H -3.5249 -3.6147 2.8020
H 4.4699 -5.0923 -0.9100
H 1.6185 2.4352 4.9784
H 1.4136 -4.9127 -0.7784
C 1.6605 3.6314 -1.4847
H 4.5841 -1.1050 6.4601
C 2.6971 3.9763 -3.7766
H 2.8655 2.2442 -0.3471
C -1.0465 -4.0239 -4.2296
N -1.9034 -3.2681 -2.0910
C -2.1081 2.3259 -3.2261
H 1.0265 5.0797 2.3051
H 0.3610 3.0479 6.0194
C -2.7088 -4.3647 -1.7333
C 3.4983 -1.9632 4.7894
H 1.9917 2.7432 2.4932
N 3.5728 -3.6138 1.2294
C -1.3878 -1.1195 3.9042
H 0.9602 5.0270 -3.0332
C -2.7238 5.9633 0.5049
H -1.2732 -5.8599 -2.2939
C -1.5549 1.9847 -5.6640
H 3.3651 -6.4345 -0.6146
H -3.4845 6.6393 0.8960
H 4.3359 -1.9839 4.0838
S 3.2461 -1.0317 0.7109
C -0.3750 2.0808 4.2429
H -2.1896 2.5667 0.4156
C 4.1026 3.5775 -3.3027
H -4.1340 -2.2365 -0.0637
C -3.0247 -6.7243 -1.4144
H -0.4731 4.3692 0.2372
H -1.8615 -4.7278 -4.3172
C 0.0383 1.7918 2.7747
H 3.1007 1.6018 3.4841
H 2.6086 1.7149 -1.9914
H 4.8057 4.3875 -3.5045
H -4.8507 -7.2966 -0.4513
C 2.8038 2.6015 -1.3798
H -3.5399 1.9103 -4.7906
H 0.0872 5.0236 4.7905
C 1.0077 -2.1776 -4.0634
H -5.9527 -4.2062 0.8159
H -2.5178 0.5469 -4.3958
H 2.7650 4.6650 -4.6200
H 1.6540 -2.9225 -5.9651
H 4.9493 2.5663 -1.5798
H -2.9966 -2.2548 4.7899
H -2.0519 -0.2574 3.9897
O 1.4125 -0.7925 -1.7228
H -0.0786 0.4063 -5.7398
Pd 1.2197 -0.0784 0.2512
C -3.9511 -4.1022 -1.1442
C 0.5114 4.2615 2.8134
C -1.0670 4.0880 -0.6412
C -0.1150 -3.9209 -5.2380
H -5.5271 -2.6395 -1.0491
C -2.2466 -5.6736 -1.8607
H -0.5651 1.1653 4.7985
H 2.8634 -0.8098 6.4720
C -2.2181 -2.4049 4.0409
H 4.2882 4.1437 -1.2164
H -0.5553 4.4016 2.6139
C -2.3827 3.5103 -0.0981
C -2.8115 -2.7974 2.6946
H 0.8840 2.8982 1.1562
H 0.2647 -2.4687 1.1547
H -6.4369 -5.8545 0.4147
C 0.7826 4.3253 4.3211
C -0.3697 -2.4838 2.0449
H -0.2092 -4.5620 -6.1049
H -2.6367 3.2774 -3.1349
C -4.4411 -2.6866 -1.0125
N 2.5635 -3.1643 -0.7796
C -2.5165 1.6313 -4.5367
P 0.0070 2.8457 -1.4484
H 0.6045 2.0168 -5.8510
C 3.9612 0.4868 5.1217
C -0.5865 2.5706 -3.1566
H -0.6810 -1.0540 4.7340
C 3.0831 -2.7420 0.3518
C 3.2494 0.5598 3.7625
H -2.6685 -7.7403 -1.5183
H -1.5897 -3.2203 4.4095
H 3.4668 -2.9415 5.2723
H -4.0478 -2.0596 -1.8118
O -0.0126 1.5724 -0.6241
H -3.3774 -1.9480 2.2995
C 0.9299 -2.9990 -5.1667
C -2.5676 6.1082 -1.0037
C -3.0790 4.5116 0.8432
C 1.8965 4.6217 -2.6499
C 2.3971 -4.5728 -1.1173
P 0.7616 0.1232 2.4328
H -0.4452 6.0228 -1.3800
C 0.9431 2.9185 2.2392
C 1.9230 -0.2115 3.8227
H -0.3413 3.4782 -3.7184
H -3.0461 3.2765 -0.9288
H 2.1996 -2.2245 3.0751
H 2.4196 -4.6554 -2.2027
H -1.3433 -0.6128 1.8078
C 3.5145 -5.3676 -0.4601
H 3.9607 -3.2289 2.0754
H 1.7844 4.7210 4.5007
H -2.4136 1.7028 -2.3822
H -6.7761 -4.5345 -0.6997
C 0.2625 -1.3847 -1.8397
C -6.0392 -4.9290 0.0029
C 2.1821 -1.7163 4.0403
C 4.1209 3.2384 -1.8066
H 3.8754 0.1174 2.9888
C 0.0737 -2.2523 -3.0241
H 2.2541 -2.4225 -1.4102
H -1.5104 3.0727 -5.7727
C -4.2489 -6.4740 -0.8140
H -1.8368 -2.5028 -1.4278
H -0.8694 1.7827 2.1580
H -1.5394 -4.2706 1.7405
H 1.1809 1.3674 -3.6493
H -2.8328 4.2964 1.8849
H -4.1590 4.3781 0.7488
C -1.6923 -3.1889 1.7168
C 0.1076 1.3924 -3.8390
H 2.4540 5.4805 -2.2676
H -2.5074 7.1542 -1.3065
H 2.1600 3.0995 -4.1448
C 3.7379 -0.8642 5.8171
C -1.3114 5.3641 -1.4763
C 0.6514 2.9423 4.9728
H 0.1643 -3.0351 2.8211
O -0.5935 -1.2817 -0.9307
H 1.6715 4.1984 -0.5448
C -0.9768 -3.1970 -3.0942
H -1.9867 -2.9433 0.6961
C -0.1638 1.4225 -5.3488
H 4.4169 -5.4891 1.5128
C 3.5405 -5.0613 1.0295
H -1.7828 6.2464 0.9881
H 1.3537 -2.1489 4.6053
H 3.6144 1.2944 5.7702
H -1.9134 1.5982 -6.6185
H -1.3304 2.6130 4.2293
H -3.4531 5.6936 -1.4936
H 1.3798 0.1642 4.6966
```

The LUMO energy comes out at -2.7 eV. The calculation puts the HOMO-LUMO gap at 6.664 eV. As for the charge: +1.

Atom charges from the Mulliken analysis, given in e for atoms 1 to 4:
1 H 0.505
2 H 0.464
3 H 0.384
4 H -0.735

---

Arrangement B

Below is a molecular structure, C55H88N3O3P2PdS, with properties calculated with the ωB97M-V functional and the def2-TZVPD basis.

The geometry in XYZ format:
```
153
Properties=species:S:1:pos:R:3
C 3.2830 -6.6467 2.9660
H 2.6282 -2.2646 -5.8979
C 1.5108 -5.0357 3.0281
C -4.7673 -1.1228 -4.1429
H -5.5339 1.4636 1.5610
C -2.8481 5.3508 -1.2048
H 3.3602 -0.6592 -5.8588
C -4.1211 3.1935 -0.9311
H 1.0788 1.6129 -2.6379
H 1.1801 3.2700 -2.0830
H -1.8049 0.3318 -3.1487
H -0.7666 4.8339 -1.0176
C 2.3187 3.3557 1.2064
H 3.3537 -1.3712 -3.5646
H -3.1119 -0.3513 -5.3169
H -2.2270 2.9190 -2.8327
H -5.1077 -1.7520 -4.9652
P 2.0978 1.8152 0.2872
H 1.3421 4.5459 -0.3454
H 1.3655 -0.1812 2.2594
H 2.7402 5.0077 -3.6995
N 0.1982 -1.3183 -3.9425
P -2.6625 0.7762 -0.5054
C 1.3803 4.4681 0.7398
C -3.5776 0.0268 -1.9100
H 3.0388 0.9262 -1.6194
C -1.7646 -6.6715 0.6843
H -2.8206 5.4339 -0.1138
H 2.8595 -1.8466 3.5536
H 0.6907 4.5894 3.4713
C 1.0213 -3.6527 5.0584
C -3.2322 -0.6539 1.9064
H -5.7479 -2.0887 2.9181
C -5.5700 -1.0199 2.7868
C -0.8481 -2.5301 0.5264
H 3.0279 2.7044 3.1461
C 4.1074 2.8063 -1.4640
C -4.9805 -1.8366 -2.7941
H 6.2456 -0.1419 2.2658
C 3.6561 -6.2759 4.2481
H -0.0453 -2.3800 -5.7397
H 2.5434 6.2902 0.6814
H -2.9821 -2.0383 -1.9651
C -2.8939 0.2996 -3.2693
H -3.3429 -1.5861 1.3495
H 1.3172 2.4073 2.8834
H 4.1865 4.1385 -4.1595
C 3.8433 4.2008 -2.0239
H -2.8895 6.3707 -1.5874
H -1.2772 5.0578 -2.6755
H 3.8353 -7.4150 2.4407
H -3.7267 -1.4064 3.8705
H 3.3526 3.6671 1.0200
H -4.0612 0.2948 3.6380
H 1.1538 -0.7521 -7.1240
H 1.7954 3.0196 -4.5255
C 3.0530 -1.5008 2.5373
H -4.2060 -1.7245 -0.7708
C -1.5806 4.6420 -1.7115
Pd -0.5996 -0.1183 -0.2475
C -5.1856 0.6516 0.9171
H -6.9684 -0.5103 1.2099
H -2.6921 -1.6549 -4.2182
C -3.8917 -1.4666 -1.7816
C 4.5694 -1.5212 2.2567
H 3.4967 5.4716 2.6751
H 2.1004 4.3833 4.4846
C 2.4472 -0.1065 2.3410
C -0.4579 -4.8144 1.5249
H -2.2880 2.9713 0.1950
H -3.2911 1.4360 1.6087
C -3.2982 -0.7474 -4.3169
H 5.0694 -2.2028 2.9459
C 2.2171 -6.0198 2.3463
C 3.3384 4.1231 -3.4723
H -4.6052 3.2740 0.0432
H 4.6032 2.8702 -0.4978
C -2.4731 -5.8285 -0.1741
S 1.4812 -1.5445 -1.6385
H 4.7509 4.8036 -1.9737
H -4.1017 4.4536 -2.6958
C -4.0906 4.5731 -1.6087
C 3.0657 0.4951 1.0728
H -4.9976 5.1209 -1.3507
H -5.4950 0.9215 -0.0912
C -0.7841 -6.1818 1.5154
H 4.7165 1.8478 1.6013
C 2.9570 -5.2925 4.9417
H -3.2487 -6.2199 -0.8170
H -0.0394 -3.8746 4.9313
H 1.1768 -2.6403 4.6715
H 1.2409 -3.6303 6.1225
H 2.6267 -5.1702 7.0749
C -2.7011 2.6040 -0.7541
C 1.8155 5.8123 1.3417
C -2.1612 -4.4890 -0.1827
C 2.5028 -1.2437 -5.5264
H -1.9967 -7.7286 0.7142
C 1.7746 4.4473 3.4460
C -1.7787 3.1250 -1.8615
H -0.5965 -1.4813 -3.3437
H -0.8205 2.6058 -1.8319
H -0.2670 -6.8460 2.1948
C -5.8919 -0.6358 1.3382
H -3.1975 1.2812 -3.6339
H 3.1071 4.7089 -1.3951
O -1.5073 -1.8478 -0.3702
O -0.0012 -1.9338 1.2239
H 4.8128 2.2901 -2.1218
C 2.1177 3.1337 2.7221
H 5.1079 0.6632 0.3683
N 0.4628 -4.3242 2.4097
H 2.6675 0.5297 3.2007
C 0.0283 -1.3457 -5.3901
H -5.3668 -0.2088 -4.1878
H -2.6866 -3.8116 -0.8429
H 2.5444 -2.1970 1.8672
H 4.7620 -1.9075 1.2511
H 3.5919 -3.8525 6.4242
H 3.1599 2.0333 -4.0299
C -3.6359 0.5566 1.0506
H 4.2993 -5.4575 6.6064
H -2.1783 -0.5727 2.1776
C 4.5631 0.8061 1.3044
H -4.7442 2.5337 -1.5362
H -5.6033 -1.4493 0.6693
N 2.4907 -1.2394 -4.0664
H 4.9565 0.2772 3.3698
H 2.2861 6.5498 3.3261
H -4.5405 0.5463 -1.9003
C -1.1588 -3.9604 0.6405
C 2.8032 1.9704 -1.3883
C 1.7785 2.4298 -2.4430
H -4.9771 -2.9190 -2.9366
C -4.1138 -0.6842 3.1511
H 4.5011 -6.7582 4.7236
C 3.3910 -4.9219 6.3360
C 2.5069 2.8536 -3.7144
H 1.1738 0.4207 -5.8050
H -5.9627 -1.5792 -2.3905
H 0.3725 4.2034 1.0674
H 2.9921 -0.2861 0.3058
C 2.4174 5.6376 2.7441
H -6.2500 -0.5069 3.4694
C 1.8564 -4.6767 4.3368
C 1.3834 -1.3546 -3.3202
O 0.6094 1.4733 0.2691
C 5.1600 -0.1205 2.3719
H 0.9510 6.4784 1.3862
H 1.9401 -6.2744 1.3311
H -0.9075 -0.8443 -5.6314
H 0.5347 -3.3160 2.4255
C 1.2063 -0.6444 -6.0417
```

The LUMO energy (alpha / beta) comes out at -2.6 / -2.6 eV. The calculation puts the HOMO-LUMO gap (alpha / beta) at 6.626 / 6.626 eV. As for the charge: +1.

Atom charges from the Mulliken analysis, given in e for atoms 1 to 4:
1 C -1.045
2 H 0.352
3 C 0.106
4 C -1.199

---

The data favor arrangement A; the next most stable structure lies 0.655 eV above it.